{
  "formula": "C3H9N3",
  "method": "ωB97M-V with the def2-TZVPD basis set",
  "total_charge": 0,
  "e_homo_ev": -7.658,
  "energy_ev": -7723.9149,
  "e_above_lowest_kj_mol": 353.05,
  "lumo_ev": 0.9160,
  "elements": ["N", "N", "N", "C", "C", "C", "H", "H", "H", "H", "H", "H", "H", "H", "H"],
  "coordinates": [[0.4199, 1.5234, -0.4471], [-2.4201, -0.3008, 0.3842], [-0.7118, 0.8776, -0.6863], [-1.0442, -0.2547, 0.0791], [1.2458, 0.7039, 0.2692], [1.8642, -0.5738, -0.3148], [-0.6362, -1.2065, -0.2409], [2.0176, -1.3358, 0.4541], [-1.4824, 1.4682, -0.9810], [2.8355, -0.3369, -0.7550], [2.0062, 1.2891, 0.7886], [0.1740, 0.1047, 0.9404], [-2.8218, -1.2236, 0.4451], [1.2501, -1.0045, -1.1060], [-2.6968, 0.2696, 1.1704]],
  "atomic_forces_ev_per_a": [[-0.214, -0.429, 0.139], [-0.063, 0.045, -0.045], [0.185, -0.067, 0.215], [0.337, 0.292, -0.070], [-0.030, 0.078, -0.223], [-0.158, 0.053, 0.041], [0.042, 0.031, 0.026], [-0.022, 0.047, -0.023], [0.064, -0.039, 0.042], [-0.054, 0.005, 0.030], [-0.029, -0.014, -0.033], [-0.170, -0.026, -0.085], [0.066, 0.055, 0.006], [-0.007, 0.031, 0.021], [0.054, -0.063, -0.041]]
}

{
  "formula": "C7H9INNa",
  "method": "ωB97M-V with the def2-TZVPD basis set",
  "total_charge": 0,
  "e_homo_ev": -6.240,
  "energy_ev": -21410.7545,
  "lumo_ev": -0.2669,
  "elements": ["I", "Na", "N", "C", "C", "C", "C", "C", "C", "C", "H", "H", "H", "H", "H", "H", "H", "H", "H"],
  "coordinates": [[2.1323, -0.3260, -5.2749], [2.1302, 0.7677, -2.1955], [0.8363, 0.3467, -0.4049], [0.8445, 1.1857, -4.2883], [-0.6733, -0.3050, 1.9199], [-0.4901, 0.0556, -0.4476], [1.4032, 0.2276, 0.8156], [0.6859, -0.0409, 1.9906], [-1.2760, -0.2025, 0.6583], [-1.4257, -0.8612, 3.1040], [-0.9775, 0.0159, -1.4335], [-2.3459, -0.3717, 0.5264], [1.1915, -0.0052, 2.9445], [-1.2989, -1.9358, 3.0576], [-1.0675, -0.4468, 4.0317], [2.4884, 0.3490, 0.8720], [0.3399, 1.4755, -5.2083], [0.0301, 0.7749, -3.6969], [-2.5273, -0.7035, 3.0294]],
  "atomic_forces_ev_per_a": [[-0.127, -0.448, 0.514], [-0.013, 0.284, -1.095], [-0.653, -1.261, 1.303], [0.493, 0.889, 0.014], [-0.447, -0.116, -0.260], [0.078, 0.542, -0.590], [-0.540, 0.386, 0.073], [0.363, 0.238, -0.695], [0.254, -0.299, 0.283], [-0.971, 0.501, -0.811], [0.486, 0.324, 0.359], [0.349, -0.073, 0.050], [0.131, -0.295, 0.023], [0.187, -0.287, 0.356], [0.140, -0.080, 0.380], [-0.321, 0.179, -0.029], [0.001, 0.573, 0.096], [-0.224, -1.184, 0.033], [0.816, 0.127, -0.001]]
}

{
  "formula": "C19H41BrF2NO5P2",
  "method": "ωB97M-V with the def2-TZVPD basis set",
  "total_charge": 1,
  "e_homo_ev": -12.201,
  "energy_ev": -126146.1435,
  "e_above_lowest_kj_mol": 0.00,
  "lumo_ev": -2.6739,
  "elements": ["Br", "P", "P", "F", "F", "O", "O", "O", "O", "O", "N", "C", "C", "C", "C", "C", "C", "C", "C", "C", "C", "C", "C", "C", "C", "C", "C", "C", "C", "C", "H", "H", "H", "H", "H", "H", "H", "H", "H", "H", "H", "H", "H", "H", "H", "H", "H", "H", "H", "H", "H", "H", "H", "H", "H", "H", "H", "H", "H", "H", "H", "H", "H", "H", "H", "H", "H", "H", "H", "H", "H"],
  "coordinates": [[3.1629, -0.1325, -3.7790], [6.2851, 0.5528, -2.2998], [-3.9916, -2.9252, 2.1311], [2.9674, 1.3243, 1.8930], [4.8583, 2.3104, -3.6651], [7.3524, 0.8841, -3.2539], [-2.9754, -2.4891, 1.1652], [-5.4655, -3.4160, 1.8723], [-3.4332, -4.2044, 2.9277], [-4.1460, -1.9703, 3.3891], [2.4728, 1.8756, -1.7423], [5.0000, 2.7941, -1.2980], [-4.5265, -0.5960, 3.2141], [-1.0621, -4.3365, 3.4203], [1.0458, 1.6712, -2.2579], [4.8153, 1.7449, -2.4189], [-5.9955, -0.4304, 2.8796], [0.9160, 0.6008, 1.0360], [-5.1438, -5.3059, 0.3316], [0.3392, -0.5473, 0.1754], [3.5371, 0.9178, -2.2125], [1.0004, 2.2066, -3.7187], [-0.0761, 2.3808, -1.4902], [2.3619, 0.9113, 0.7000], [4.2435, 2.3532, -0.0422], [1.1582, 4.7388, -1.5812], [-2.2079, -4.8394, 2.5662], [-5.8330, -3.9842, 0.5907], [0.1292, 3.8075, -0.9229], [2.7254, 2.0637, -0.2677], [-3.8976, -0.1410, 2.4436], [1.9871, 2.3345, -4.1643], [1.0338, -0.7907, -0.6360], [4.6960, 3.7817, -1.6564], [-6.9123, -4.1119, 0.6251], [0.2813, 1.4843, 1.0661], [-6.2654, 0.6259, 2.8897], [-1.0250, -3.2461, 3.4090], [3.7497, 0.1768, -1.4479], [2.8552, -0.0317, 0.4407], [-1.1912, -4.6480, 4.4569], [-0.1104, -4.7278, 3.0569], [5.7468, -0.7450, -2.4123], [-0.8409, 4.3019, -0.9308], [0.3828, 3.7252, 0.1368], [6.6919, 0.6790, -0.9552], [-2.3559, -5.9081, 2.7278], [0.8395, 0.6067, -2.3042], [4.3286, 3.1007, 0.7396], [6.0681, 2.8309, -1.0870], [0.9494, 0.2278, 2.0596], [1.2770, 4.6211, -2.6573], [2.7209, 2.7722, -2.1712], [-0.8881, 2.4556, -2.2167], [-1.9954, -4.6969, 1.5059], [2.1527, 4.6844, -1.1262], [0.8491, 5.7727, -1.4300], [0.2420, -1.4574, 0.7614], [-0.5300, 1.7668, -0.7175], [-6.2271, -0.8288, 1.8911], [-6.6141, -0.9625, 3.6014], [-4.3011, -0.1070, 4.1602], [2.2285, 2.9572, 0.0939], [-5.5547, -5.7695, -0.5650], [0.4277, 3.1240, -3.7902], [-5.6100, -3.2654, -0.2000], [-0.6187, -0.3114, -0.2814], [0.5029, 1.4519, -4.3265], [-4.0710, -5.1712, 0.1810], [-5.2783, -5.9809, 1.1764], [4.7619, 1.4594, 0.3114]],
  "atomic_forces_ev_per_a": [[-0.154, -0.054, 0.067], [0.727, 0.236, -0.650], [1.781, -1.577, 2.866], [-0.008, 0.163, -0.092], [-0.296, 0.199, 0.139], [-0.084, 0.013, -0.059], [-1.031, 0.483, -1.153], [-0.124, 0.767, -1.159], [-0.237, -0.031, -0.326], [-0.443, 0.339, -0.422], [-0.463, -0.094, 0.341], [-0.408, -0.119, -0.415], [-0.106, 0.260, -0.007], [-0.049, 0.077, 0.124], [-0.635, 0.517, -0.901], [0.647, -0.928, 0.733], [-0.022, -0.152, -0.085], [-0.210, -0.689, 0.039], [0.164, -0.007, 0.138], [0.382, 0.222, -0.220], [0.585, 0.291, -0.646], [0.172, -0.556, 0.061], [-0.426, 0.390, 0.227], [-0.338, -0.066, 0.296], [0.344, -0.126, -0.659], [-0.025, 0.284, 0.002], [0.271, -0.140, 0.033], [-0.065, -0.128, -0.214], [0.285, -0.135, 0.116], [0.914, 0.007, 1.122], [0.033, -0.060, 0.002], [-0.024, 0.172, -0.004], [-0.096, -0.054, -0.062], [-0.015, -0.030, -0.075], [-0.005, 0.039, 0.154], [0.128, 0.088, -0.085], [0.027, 0.009, 0.035], [0.023, -0.002, -0.114], [-0.423, 0.123, 0.234], [0.087, 0.101, -0.206], [0.004, -0.005, -0.004], [-0.015, -0.024, 0.002], [-0.150, 0.046, 0.196], [-0.037, -0.065, -0.077], [-0.051, 0.060, 0.017], [-0.394, -0.143, 0.136], [-0.068, 0.022, 0.022], [0.293, -0.069, 0.372], [0.089, -0.037, 0.037], [-0.033, 0.428, 0.121], [0.062, 0.171, 0.066], [-0.103, -0.055, -0.001], [0.024, 0.057, 0.123], [0.154, -0.114, -0.191], [-0.054, 0.140, 0.006], [0.001, -0.143, -0.009], [0.033, 0.009, -0.005], [-0.203, 0.019, 0.005], [0.347, -0.094, 0.089], [0.005, 0.028, -0.003], [0.006, 0.048, 0.041], [0.053, -0.094, 0.033], [-0.483, -0.106, -0.428], [-0.028, 0.011, 0.002], [0.100, 0.073, -0.008], [0.049, 0.041, 0.059], [-0.092, -0.097, 0.131], [-0.055, 0.097, -0.076], [-0.015, 0.033, -0.032], [-0.082, -0.020, -0.026], [-0.234, -0.048, 0.232]]
}

{
  "formula": "C30H42GeN7O3W",
  "method": "ωB97M-V with the def2-TZVPD basis set",
  "s_squared": 3.762,
  "total_charge": 4,
  "e_homo_ev": [-18.557, -19.051],
  "spin_multiplicity": 4,
  "energy_ev": -106670.6084,
  "e_above_lowest_kj_mol": 69.90,
  "lumo_ev": [-11.5517, -11.8973],
  "elements": ["W", "Ge", "O", "O", "O", "N", "N", "N", "N", "N", "N", "N", "C", "C", "C", "C", "C", "C", "C", "C", "C", "C", "C", "C", "C", "C", "C", "C", "C", "C", "C", "C", "C", "C", "C", "C", "C", "C", "C", "C", "C", "C", "H", "H", "H", "H", "H", "H", "H", "H", "H", "H", "H", "H", "H", "H", "H", "H", "H", "H", "H", "H", "H", "H", "H", "H", "H", "H", "H", "H", "H", "H", "H", "H", "H", "H", "H", "H", "H", "H", "H", "H", "H", "H"],
  "coordinates": [[-1.3635, -0.0657, 0.4771], [1.9752, -0.5794, -1.5279], [-2.1948, 0.6678, 2.2194], [0.3591, 0.0387, 1.6149], [-1.4221, -1.7911, 1.9674], [1.7800, -0.6683, 3.2134], [-3.2377, -1.4670, -3.1688], [-2.2113, -1.0596, -1.1237], [-3.4277, 0.3754, 4.0897], [-2.4780, 0.6408, -2.7216], [-1.7397, 1.5820, -0.6979], [-2.2222, 2.9223, -2.5499], [-2.4742, -1.5860, 2.9413], [5.0603, 1.6100, 0.2191], [0.0717, 0.6192, -5.6344], [1.3348, 1.1687, -3.6620], [2.3680, 2.0203, -0.3530], [0.8450, 1.5219, -4.9113], [1.9752, -4.7520, -1.0405], [-2.1289, 1.7460, -1.9615], [-4.0976, -0.4630, 5.0991], [2.1525, -2.3464, -0.8650], [1.7321, -3.4918, -1.5590], [3.1062, 3.0272, 0.2413], [-3.6747, 1.8202, 4.2436], [-0.1142, -2.1002, 2.5079], [-0.2273, -0.6335, -5.1018], [0.7290, -0.8387, 2.4696], [4.4557, 2.8240, 0.5222], [2.6459, -4.8884, 0.1716], [3.0684, -3.7616, 0.8727], [-2.6425, -0.6519, -2.3126], [2.8202, -2.4985, 0.3623], [0.2516, -0.9866, -3.8510], [2.5839, 0.5638, 3.1288], [-2.7145, -0.0934, 3.1140], [-1.7214, 4.1292, -1.8768], [2.9626, 0.7890, -0.6512], [1.0449, -0.0920, -3.1170], [2.2818, -1.6621, 4.1753], [-2.8718, 3.0954, -3.8620], [4.3155, 0.5886, -0.3533], [-2.4395, 4.4974, -1.1420], [-0.7587, 3.9318, -1.4055], [-3.6738, -1.1347, -4.0166], [-3.0946, 2.3803, 3.5213], [2.1662, 1.2376, 2.3882], [-2.6123, 0.8131, -3.7085], [0.0223, -1.9714, -3.4651], [-2.4326, -2.0387, -0.9670], [-3.3713, -2.0641, 2.5443], [-2.2058, 2.7934, -4.6732], [-3.1084, 4.1469, -3.9891], [1.2508, -3.4149, -2.5244], [3.6039, 0.2960, 2.8547], [2.1416, -1.2890, 5.1890], [2.6487, 3.9797, 0.4745], [-0.2235, -2.5296, 3.4997], [-2.2075, -2.0781, 3.8736], [-3.7153, -0.2034, 6.0846], [-3.3921, 2.1082, 5.2545], [3.3472, -1.7982, 3.9999], [-4.7379, 2.0096, 4.1049], [-3.9477, -1.5217, 4.9165], [-0.7971, -1.3462, -5.6844], [4.8062, -0.3471, -0.5959], [2.8591, -5.8762, 0.5593], [-5.1653, -0.2527, 5.0668], [-0.2708, 0.8768, -6.6290], [-3.8141, 2.5495, -3.9049], [3.6238, -3.8789, 1.7943], [3.1725, -1.6267, 0.8996], [1.7926, -2.6232, 4.0606], [-1.6628, 2.4755, -0.2217], [0.3382, -2.8429, 1.8438], [6.1132, 1.4628, 0.4188], [2.5968, 1.0382, 4.1090], [1.6696, -5.6317, -1.5907], [1.9874, 1.8573, -3.1388], [1.3206, 2.1891, -0.5868], [5.0374, 3.6201, 0.9677], [1.1075, 2.4796, -5.3427], [-1.5695, 4.9003, -2.6255], [-3.3606, -2.4470, -2.9621]],
  "atomic_forces_ev_per_a": [[-0.477, -0.371, 0.279], [0.234, -0.026, -0.137], [-0.018, 0.047, 0.014], [0.139, 0.153, -0.103], [0.090, 0.155, -0.045], [0.080, 0.007, 0.013], [0.013, -0.021, -0.071], [0.016, -0.026, -0.102], [-0.034, 0.003, 0.035], [0.009, -0.010, 0.059], [0.162, 0.158, -0.164], [-0.017, 0.019, -0.051], [-0.014, -0.056, 0.012], [-0.027, 0.047, 0.020], [0.022, 0.025, 0.046], [0.028, 0.026, 0.000], [-0.113, 0.029, -0.074], [-0.021, -0.016, -0.032], [0.018, 0.001, 0.035], [-0.001, -0.105, 0.105], [0.027, 0.010, 0.001], [-0.079, 0.054, 0.024], [-0.023, -0.013, -0.055], [0.083, 0.038, 0.047], [-0.011, -0.013, -0.005], [-0.006, -0.049, -0.030], [-0.002, 0.005, 0.031], [-0.062, -0.011, -0.023], [-0.033, -0.046, -0.021], [-0.009, 0.038, -0.019], [-0.008, -0.027, -0.017], [0.039, 0.138, 0.057], [0.011, -0.029, 0.013], [-0.050, -0.030, -0.009], [-0.009, -0.007, -0.022], [0.043, 0.012, 0.009], [-0.014, 0.009, 0.010], [-0.035, -0.015, 0.041], [-0.042, -0.018, 0.074], [-0.019, 0.025, 0.007], [0.009, -0.003, 0.001], [0.035, -0.084, -0.010], [-0.001, -0.001, 0.003], [0.005, -0.008, -0.005], [-0.005, -0.003, 0.000], [0.002, 0.001, 0.003], [0.020, -0.034, 0.036], [-0.010, 0.000, 0.012], [0.022, -0.021, 0.028], [-0.019, 0.000, -0.015], [0.002, -0.006, 0.003], [0.006, -0.001, -0.004], [0.011, -0.001, -0.004], [0.023, 0.025, -0.019], [-0.008, 0.002, -0.010], [-0.001, -0.008, 0.002], [-0.011, 0.002, -0.009], [-0.002, 0.004, 0.014], [0.009, -0.002, -0.002], [0.001, -0.006, 0.002], [-0.002, -0.003, 0.003], [0.011, 0.006, -0.002], [0.000, 0.005, -0.005], [-0.008, -0.003, -0.005], [0.006, -0.012, -0.016], [0.004, -0.015, 0.009], [0.001, -0.002, 0.000], [-0.002, 0.006, 0.000], [0.007, 0.004, -0.004], [-0.004, 0.001, 0.008], [-0.004, -0.004, 0.009], [0.046, 0.059, -0.002], [-0.018, -0.014, -0.008], [0.002, -0.012, -0.028], [-0.024, 0.013, 0.035], [0.008, -0.004, -0.003], [-0.005, -0.006, 0.013], [0.007, -0.001, -0.003], [-0.010, 0.006, 0.029], [0.004, 0.018, -0.017], [0.013, 0.003, -0.006], [-0.006, -0.007, 0.007], [-0.004, 0.000, 0.002], [-0.003, -0.003, 0.004]]
}